# C16H17N4O3Pb

A molecular structure, C16H17N4O3Pb (ωB97M-V/def2-TZVPD, the OMol25 dataset).

The geometry in ORCA input format:
```
! wB97M-V def2-TZVPD RIJCOSX def2/J DEFGRID3
* xyz 1 1
Pb 0.577 0.847 1.971
C 2.473 -1.254 -1.780
C 1.956 -0.956 -0.411
N 1.178 0.040 -0.191
N 0.797 0.784 -1.283
C 0.099 1.841 -0.914
O -0.166 2.169 0.297
C -0.428 2.714 -1.997
C -0.232 2.394 -3.338
C -0.727 3.226 -4.329
C -1.417 4.382 -3.986
C -1.614 4.704 -2.651
C -1.121 3.872 -1.657
C 2.292 -1.820 0.760
C 2.930 -3.044 0.619
C 3.173 -3.805 1.754
C 2.783 -3.329 2.990
C 2.143 -2.100 3.045
N 1.906 -1.372 1.960
H 2.846 -0.331 -2.223
H 3.261 -1.998 -1.776
H 1.659 -1.589 -2.426
H 0.310 1.495 -3.595
H -0.572 2.975 -5.370
H -1.799 5.034 -4.761
H -2.148 5.606 -2.383
H -1.260 4.117 -0.614
H 3.226 -3.406 -0.353
H 3.665 -4.765 1.665
H 2.961 -3.890 3.896
H 1.799 -1.688 3.986
N -3.958 -0.986 1.626
C -3.187 -1.447 2.842
C -1.760 -0.891 2.730
O -0.966 -1.144 3.617
O -1.552 -0.213 1.659
H -4.769 -0.418 1.860
H -4.268 -1.755 1.036
H -3.247 -0.402 1.113
H -3.176 -2.532 2.875
H -3.671 -1.069 3.737
*
```

The value obtained for the HOMO energy is -10.681 eV. The max |F| is 0.007 Eh/bohr. The calculation puts the HOMO-LUMO gap at 7.5023 eV.

Here are the natural (NBO) charges for atoms 1 to 6, given in e: 1.442 -0.683 0.278 -0.355 -0.454 0.598



# C16H17N7

A single C16H17N7 molecule in a non-equilibrium geometry (ωB97M-V/def2-TZVPD, the OMol25 dataset).

The geometry in ORCA input format:
```
! wB97M-V def2-TZVPD RIJCOSX def2/J DEFGRID3
* xyz 0 1
C 2.638 1.416 3.185
C 2.542 1.566 1.687
N 3.117 0.397 1.038
C 2.416 -0.734 0.703
C 3.136 -1.847 0.120
C 2.522 -3.026 -0.144
C 1.089 -3.139 0.154
N 0.243 -4.126 0.056
N -0.904 -3.707 0.638
C -0.780 -2.433 1.001
C -1.892 -1.627 1.611
C -1.618 -1.178 3.053
C -2.227 -0.395 0.780
C -1.740 0.875 0.948
N -2.159 1.618 -0.170
C -2.846 0.835 -1.055
N -3.321 1.148 -2.243
C -4.001 0.190 -2.882
C -4.222 -1.085 -2.316
C -3.658 -1.405 -1.091
C -2.968 -0.390 -0.463
N 0.493 -2.017 0.718
N 1.133 -0.837 1.019
H 2.104 0.525 3.491
H 2.144 2.247 3.701
H 3.660 1.277 3.543
H 3.075 2.460 1.361
H 1.491 1.725 1.397
H 4.069 0.428 0.733
H 4.200 -1.733 -0.018
H 3.080 -3.900 -0.530
H -2.761 -2.295 1.624
H -0.699 -0.605 3.158
H -2.454 -0.586 3.445
H -1.488 -2.054 3.702
H -1.055 1.178 1.733
H -2.069 2.633 -0.336
H -4.472 0.386 -3.840
H -4.799 -1.809 -2.804
H -3.766 -2.397 -0.652
*
```

The value obtained for the HOMO energy is -8.215 eV. The max |F| is 0.056 Eh/bohr. The calculation puts the HOMO-LUMO gap at 8.4910 eV. The value obtained for the relative energy (zero: lowest compared OMol25 entry of this formula, charge and spin) is 0.0 kJ/mol.

Here are the natural (NBO) charges for atoms 1 to 6, given in e: -0.615 -0.219 -0.589 0.393 -0.279 -0.137